(1)
{"formula": "C3H6N2O", "method": "wB97M-V/def2-TZVPD", "energy_ha": -302.5075, "gap_ev": 8.80, "spin_multiplicity": 1, "e_lumo_ev": 0.698, "species": ["H", "C", "H", "C", "C", "H", "N", "O", "N", "H", "H", "H"], "xyz": [[0.8007, -0.4115, -1.7461], [-0.5880, 0.3200, -0.1619], [-0.9332, 1.5315, 0.3923], [-0.1863, -0.6024, -1.3012], [-0.2028, -0.8000, 0.6923], [0.4422, -1.8625, 2.1109], [0.2047, 1.6000, 0.2082], [-0.1129, -1.7058, -0.3525], [0.1113, -0.9190, 1.9110], [-0.9251, -0.8029, -2.0820], [0.9389, 1.4604, 0.9058], [0.4503, 2.1921, -0.5767]], "atomic_forces_ev_per_a": [[-0.1, 0.0, 0.1], [0.1, -0.3, -0.1], [0.1, 0.2, 0.1], [0.0, 0.1, -0.3], [0.1, 0.1, 0.4], [0.0, 0.1, 0.0], [0.1, 0.1, 0.0], [0.0, -0.1, 0.1], [-0.1, -0.1, -0.4], [0.1, 0.0, 0.1], [-0.1, 0.0, -0.1], [-0.1, -0.1, 0.1]], "lowdin_charge": [0.116, -0.246, 0.157, -0.134, -0.497, 0.052, 0.088, -0.013, 0.139, 0.108, 0.114, 0.115]}

(2)
{"formula": "C3H2FN", "method": "wB97M-V/def2-TZVPD", "energy_ha": -269.9875, "gap_ev": 11.35, "spin_multiplicity": 1, "smiles": "C#CF.C#N", "e_lumo_ev": 0.871, "species": ["C", "C", "H", "N", "F", "C", "H"], "xyz": [[1.8650, -1.1862, 0.9325], [0.5608, 2.1896, 0.4239], [0.7409, 2.6545, 1.3224], [0.4252, 1.4797, -0.4517], [2.8718, 0.3667, -0.7138], [2.3902, -0.5736, 0.0523], [1.2894, -1.4900, 1.7228]], "atomic_forces_ev_per_a": [[1.0, 0.9, -1.5], [0.0, -0.6, -0.2], [0.2, 1.1, 1.4], [-0.5, -0.3, -1.1], [0.0, -1.5, 0.3], [0.1, 1.5, 0.0], [-0.8, -1.1, 1.2]], "lowdin_charge": [0.095, -0.053, 0.036, 0.085, 0.075, -0.244, 0.006]}

(3)
{"formula": "C46H100N8O17S", "method": "wB97M-V/def2-TZVPD", "energy_ha": -3927.9788, "gap_ev": 9.09, "spin_multiplicity": 1, "e_lumo_ev": -0.016, "species": ["H", "O", "C", "H", "C", "H", "C", "C", "H", "C", "O", "H", "H", "H", "N", "H", "H", "H", "H", "C", "C", "O", "H", "H", "H", "H", "C", "H", "O", "H", "N", "H", "C", "N", "H", "H", "H", "H", "H", "H", "H", "H", "H", "C", "O", "H", "O", "H", "S", "H", "H", "N", "C", "H", "H", "H", "H", "H", "H", "C", "H", "O", "C", "H", "C", "H", "C", "C", "C", "H", "C", "C", "C", "H", "H", "H", "H", "O", "H", "O", "C", "C", "H", "H", "H", "H", "O", "H", "H", "N", "H", "H", "H", "H", "H", "H", "H", "H", "O", "H", "C", "C", "H", "H", "H", "O", "H", "H", "C", "H", "H", "H", "C", "O", "C", "H", "C", "N", "H", "H", "C", "C", "H", "O", "N", "H", "H", "H", "H", "H", "H", "H", "H", "H", "H", "H", "O", "H", "C", "H", "H", "C", "H", "H", "N", "H", "H", "H", "C", "H", "C", "C", "H", "C", "C", "C", "C", "C", "C", "H", "C", "C", "C", "H", "H", "O", "H", "O", "H", "H", "C", "C"], "xyz": [[-1.1217, 3.1159, 0.9861], [-1.3197, -3.8397, 0.5944], [-0.5862, -2.9694, 6.6896], [1.9123, -0.3223, 4.0301], [-4.6031, 0.3199, -4.4667], [-4.1787, 6.6757, -2.8301], [0.2989, -5.3281, 2.4066], [5.2688, 1.4928, 3.7039], [2.5945, -5.6226, 0.2269], [4.2380, 1.6196, 2.6101], [-5.5379, 0.0341, 0.8099], [-4.2495, -3.6963, -3.1301], [-4.6381, 5.5940, -4.1866], [-1.1145, -3.2910, 7.5871], [3.3302, -2.0597, 2.8575], [-2.0304, -2.7150, -2.3984], [-0.2811, 4.9363, -4.8204], [4.9179, -5.3906, -1.6402], [-3.2856, 5.6806, -0.6768], [4.2670, -2.9989, 2.2089], [3.0436, 3.1854, 1.1128], [-1.3657, 0.1680, 4.2258], [-4.7249, 2.5779, 1.4595], [4.2997, -2.8058, 1.1367], [3.8610, -4.0105, 2.2076], [-4.1415, 2.0532, -1.7295], [-0.7572, 4.3753, -4.0162], [-2.2700, -1.5547, -3.6882], [1.2590, -0.0468, -0.5439], [4.8191, 1.3525, 4.6869], [-0.2775, -5.7554, 1.1580], [-2.6631, 2.8076, 5.4721], [-2.1114, -3.3478, 4.7913], [5.2300, 0.7549, -1.2650], [3.4944, 3.5259, 0.1806], [-6.6275, 0.5417, 2.4943], [5.2670, -2.8382, 2.6118], [-0.4141, -3.6286, -3.7200], [-1.2831, -1.2492, 0.1321], [-0.1793, 5.7559, 1.8559], [-3.8875, -2.2610, 4.1576], [6.9816, 1.6987, 0.9776], [0.8004, -1.4515, 4.8793], [-4.0123, 6.4319, -3.8794], [3.6846, 0.6083, 2.2301], [4.2457, -5.7084, 0.8768], [-2.1912, 5.8188, 1.2083], [-3.6867, -0.0101, -4.9561], [0.0574, 0.8101, -1.3463], [2.4068, 4.0084, 1.4373], [-2.1629, -5.3451, -3.9087], [-1.4989, -2.4806, 5.6547], [3.1106, 0.1853, -4.0407], [5.9476, 2.3377, 3.8198], [-5.5685, 0.3831, -2.5144], [-5.4247, -0.2735, -4.8680], [-2.5050, -2.0156, 3.1512], [4.5004, 3.5923, 2.6203], [-0.9863, -0.6087, 1.7488], [-1.4580, 4.5496, -0.5317], [-3.8152, -1.1166, 1.1712], [-1.8167, 6.8832, -4.6684], [3.2114, 2.3980, -3.3533], [8.3036, 1.7996, -0.2028], [-3.6525, -3.2203, -3.9080], [2.1953, 2.7890, -3.4069], [3.7388, 2.3805, -4.7389], [-1.3097, -3.3261, -4.2628], [7.3543, 1.3158, 0.0275], [0.2543, -4.2557, 2.5966], [6.2137, 1.6038, -0.9774], [-1.4321, 1.3126, 4.5972], [-1.6121, -5.6230, -0.9126], [0.9965, -1.8024, 0.5763], [2.1986, 1.1869, -5.6720], [3.9413, -0.6051, -0.4759], [-2.3458, 1.4505, 6.5129], [3.9570, -3.6955, -2.8816], [0.3206, 3.9575, 0.4807], [2.2326, -3.4996, 4.1679], [-3.8471, 1.6417, -2.6950], [-6.0930, 1.0222, 1.6748], [1.3920, -0.4928, 1.5442], [-3.8367, 0.1688, 3.1959], [-1.6188, -1.5087, 5.4077], [-3.4431, -3.5840, 3.1289], [-2.0369, -4.5397, 4.8816], [-0.3042, -5.6369, 3.2604], [-1.2765, 4.6346, 2.6737], [-0.4980, 2.2375, 4.3906], [3.6778, -6.8695, -0.3125], [-3.3208, 4.2684, 0.5167], [3.8053, 0.6563, -6.0824], [5.1677, -1.3582, -1.5726], [5.9501, 0.6510, 3.5801], [-4.9240, 2.2676, 3.1478], [0.7902, 3.0260, 2.9674], [1.8904, -2.6331, -1.6549], [3.1667, 1.0091, -2.9702], [2.1395, -0.3061, -4.1002], [-4.8916, 1.7740, 2.1765], [0.8094, -0.7314, 0.6544], [-2.7622, 1.5682, -2.6197], [-2.8811, 1.2305, 2.1323], [0.1100, -6.5502, 0.6699], [-0.8390, 0.7843, 0.0511], [0.6025, 1.1975, 2.9150], [-4.3245, 7.2989, -4.4616], [3.6375, -5.8201, -0.0208], [-1.9074, -6.6589, -0.7460], [-0.7081, 3.3109, -4.2460], [-2.4977, -5.0211, -1.1162], [4.9794, -0.6044, -0.8082], [6.2234, 2.6449, -1.4968], [-2.5372, 6.0716, -4.1023], [2.2760, -3.6223, -0.1600], [-0.7188, -0.5071, 0.6970], [4.0254, 2.8305, 2.1576], [-0.9153, 5.2734, -1.1397], [-5.9528, 1.8601, -4.8864], [-1.0494, 5.1134, 1.7212], [3.5216, -4.0771, -1.8116], [1.3870, -4.3273, -1.5354], [-0.6646, -0.0389, -2.2812], [4.1439, -5.0297, -1.1009], [3.5088, 3.2237, -5.3902], [3.9159, -0.5463, -4.1051], [-1.5104, -5.0612, -5.5019], [4.8210, 2.2830, -4.6524], [-4.2348, -2.3835, -4.2937], [3.4623, -1.0665, 2.7303], [-6.8576, 1.6041, 1.1603], [3.7127, 3.0307, -2.6208], [-4.3774, 2.1156, -5.7584], [-3.9867, -0.4708, -2.4724], [5.4431, -0.8832, 0.1381], [0.4558, 2.1827, -1.6401], [-0.7172, 3.1472, 4.7708], [-3.0269, -2.7766, 3.7313], [0.0661, -2.1425, 6.9702], [1.5924, 2.0798, 4.1463], [-0.7473, 4.0855, 0.6577], [-1.6265, 3.8090, -1.3135], [-3.4468, 1.2083, 5.2016], [-2.1145, 4.8224, -3.8403], [2.2401, -1.0097, 5.6099], [-3.6799, 0.3111, 0.0589], [-0.1271, 4.6470, -3.1693], [-0.9991, -4.9859, 0.3688], [7.7122, 0.2873, 0.0751], [2.1516, -3.6078, -1.2427], [-2.3012, -2.6178, -3.4497], [1.3325, -5.5870, 2.6365], [-3.8287, 0.7040, 2.2464], [-2.0003, -4.5722, -4.6599], [-4.1277, -0.0926, 0.9669], [-4.8676, 1.7654, -4.8501], [3.1972, 1.0367, -5.2617], [0.6959, 2.0950, 3.5264], [2.3948, 2.3313, 0.9185], [-2.5271, 1.7261, 5.4740], [-2.7590, 5.0905, 0.0732], [1.8372, -1.2342, 4.6223], [4.5087, 1.0216, -1.9197], [-2.8384, 4.1401, -3.6655], [-3.2907, -4.0777, -4.9612], [-1.0582, -2.7317, -5.1412], [-4.3684, 2.4834, -3.6826], [-0.0591, -3.8119, 6.2417], [-0.9467, -5.4532, -1.7591], [2.4751, -2.3588, 3.8415], [-4.5715, 0.3156, -2.9497]], "atomic_forces_ev_per_a": [[-0.1, -0.2, -0.2], [0.2, 1.3, 0.7], [-0.5, 0.4, -0.6], [-0.3, 0.2, 0.2], [-0.4, -0.7, -1.1], [-0.1, -0.2, 0.1], [-0.2, 0.8, 1.8], [1.0, 0.3, 0.8], [0.2, 0.3, -0.1], [1.4, -1.0, 1.3], [-0.7, -0.5, -0.5], [0.2, -0.3, 0.1], [-0.1, -0.1, 0.3], [-0.1, -0.1, -0.1], [0.4, 0.4, -0.6], [-0.5, 0.0, 0.2], [-0.3, -0.1, -0.4], [0.2, -0.2, 0.3], [-0.3, 0.4, 0.8], [-1.1, 0.7, -0.3], [-0.1, -0.1, 0.3], [0.5, -1.8, -1.1], [0.7, -0.1, -0.2], [0.1, 0.5, -0.1], [0.3, 0.0, 0.9], [-0.2, 0.2, 0.2], [0.6, 0.7, -0.4], [-0.1, 0.0, 0.3], [0.0, 0.9, -1.4], [-0.4, 0.0, -0.1], [1.6, -1.1, 0.1], [-0.3, 0.0, 0.0], [-0.8, 1.2, 0.2], [-0.1, -2.3, 1.0], [0.4, -0.3, 0.1], [0.0, -0.3, 0.2], [0.0, -0.6, 0.1], [0.4, 0.6, 0.0], [0.2, -0.1, -0.1], [-0.3, 0.6, 0.1], [0.0, 0.1, 0.4], [0.3, -0.3, 0.3], [-0.1, -0.1, -0.7], [0.3, -0.6, 0.2], [-1.1, -0.5, -0.9], [-0.1, 0.0, 0.1], [-0.6, 0.8, 0.1], [0.2, -0.2, 0.4], [-0.5, -1.2, 3.0], [0.1, 0.0, 0.3], [0.6, 0.0, 0.6], [-0.5, -0.3, -0.6], [-0.4, -1.7, -2.4], [-0.2, 0.4, -0.2], [0.0, -0.2, -0.1], [0.1, -0.3, 0.0], [0.0, -0.2, -0.3], [0.0, -0.2, -0.2], [-0.6, 1.1, 0.0], [-1.4, -0.2, -2.1], [-0.3, -0.3, -0.6], [0.4, 0.2, 0.6], [-1.6, 0.6, -0.1], [-0.6, 0.8, -0.4], [0.5, 1.2, 0.1], [-0.4, -0.1, 0.3], [1.3, -0.7, -0.7], [2.1, -0.8, -0.1], [-0.2, -0.9, -0.2], [0.0, 0.2, -0.9], [1.4, -3.5, 1.8], [0.3, 0.0, 0.8], [0.3, 0.5, 0.9], [0.0, -0.1, -0.6], [-0.1, 0.1, -0.1], [-0.4, -0.4, -0.5], [0.3, -0.1, 0.0], [0.2, 0.3, 0.1], [0.0, 0.0, 0.1], [-0.3, -1.4, 0.2], [-1.1, -0.6, 1.0], [-0.3, -0.5, 0.6], [-0.1, 1.1, -0.2], [-0.1, -0.3, -0.3], [0.3, 0.1, 0.3], [0.5, 0.1, -0.1], [0.7, -2.0, 0.5], [-0.1, -0.6, -0.1], [-0.2, 0.1, 0.2], [0.9, 0.9, -0.7], [0.0, -0.1, 0.1], [-0.5, -0.1, -0.5], [0.1, -0.2, 0.2], [0.0, 0.0, 0.0], [-0.4, -0.2, -0.4], [-0.7, 0.0, 0.1], [-0.2, -0.3, -0.5], [0.1, 0.0, 0.2], [0.2, 1.8, 2.6], [0.0, -0.6, 0.4], [-0.3, 0.9, 0.5], [-0.9, -1.1, -0.8], [0.3, -0.1, -0.8], [0.4, -0.3, 0.3], [-0.1, -0.2, 0.5], [-0.5, 0.9, -0.4], [0.0, 0.3, 0.0], [0.5, -0.1, -0.1], [0.0, -0.8, 0.4], [0.3, -0.1, -0.3], [-0.1, 0.1, 0.2], [0.0, -0.1, 0.1], [-0.4, 0.3, 0.9], [0.1, 5.8, -2.5], [-0.3, 1.3, -1.9], [-0.6, 0.4, 0.0], [1.5, -0.3, -0.4], [-0.9, 2.1, -1.1], [0.0, 0.7, 0.5], [0.0, 0.7, -0.2], [-0.4, 0.0, -0.7], [-2.1, 0.5, -0.5], [0.0, -0.1, 0.1], [1.6, 1.5, 0.7], [0.7, 0.0, -0.3], [-0.1, 0.0, 0.3], [0.0, -0.2, 0.8], [-0.5, 0.1, -0.3], [0.3, 0.2, -0.3], [-0.3, -0.3, -0.3], [0.5, 0.1, -0.4], [0.3, 0.1, -0.3], [0.5, -0.5, 0.0], [-0.1, 0.0, 0.1], [-0.3, -0.4, -0.2], [0.8, 0.3, -0.2], [-0.6, -2.9, 0.5], [0.3, -0.1, -0.2], [-0.1, 0.7, 0.0], [0.2, -0.2, -0.1], [0.1, -0.5, 0.0], [1.4, -1.4, 0.9], [-0.2, -0.6, 0.4], [0.0, 0.2, -0.1], [-0.9, -0.7, 0.7], [0.8, -0.4, -0.2], [0.5, 0.0, 0.2], [-0.1, -0.4, 0.4], [-2.0, 0.3, -2.0], [-0.8, -0.4, 0.4], [1.4, -0.3, -0.3], [-0.8, 1.2, 1.3], [0.0, -0.4, -0.7], [0.9, 1.3, -1.5], [-0.8, -0.6, -0.7], [-0.3, 0.1, 1.4], [0.2, -0.4, 1.8], [-0.2, 1.5, -1.5], [-0.6, 0.7, 1.0], [0.2, -0.1, 0.0], [-1.4, 0.8, 0.9], [2.5, -0.2, 0.5], [-0.3, 0.9, -0.4], [0.1, 0.5, -0.2], [0.0, -0.2, 0.2], [-1.1, -0.7, -1.1], [0.3, -0.3, -0.1], [0.2, 1.7, -1.2], [0.3, 0.1, 0.4], [0.1, -0.4, 0.0], [0.1, -0.7, 1.2], [1.2, 0.5, 0.3]], "lowdin_charge": [0.099, 0.032, -0.065, 0.040, -0.187, 0.066, -0.067, 0.007, 0.062, -0.575, -0.132, 0.119, 0.071, 0.079, 0.033, 0.105, 0.083, 0.146, 0.114, -0.031, -0.027, 0.025, 0.101, 0.056, 0.062, 0.114, -0.078, 0.081, -0.225, 0.086, 0.031, 0.086, -0.565, 0.053, 0.089, 0.114, 0.090, 0.111, 0.108, 0.117, 0.081, 0.063, 0.052, 0.008, 0.014, 0.075, -0.137, 0.112, 0.726, 0.069, 0.112, 0.011, -0.246, 0.076, 0.125, 0.112, 0.051, 0.145, 0.114, -0.198, 0.112, 0.027, -0.182, 0.077, -0.181, 0.101, -0.146, -0.197, 0.011, 0.071, -0.605, -0.601, 0.009, 0.102, 0.111, 0.067, 0.099, 0.032, 0.094, 0.031, -0.226, -0.199, 0.093, 0.095, 0.082, 0.088, 0.050, 0.078, 0.098, 0.048, 0.090, 0.105, 0.116, 0.081, 0.087, 0.112, 0.066, 0.080, -0.170, 0.124, -0.174, -0.144, 0.099, 0.099, 0.138, -0.245, 0.073, 0.080, -0.085, 0.079, 0.088, 0.073, -0.063, 0.065, -0.541, 0.053, -0.151, 0.057, 0.118, 0.117, -0.193, -0.546, 0.077, -0.242, 0.013, 0.122, 0.131, 0.127, 0.118, 0.095, 0.055, 0.120, 0.122, 0.123, 0.102, 0.068, -0.235, 0.130, 0.001, 0.073, 0.083, -0.215, 0.088, 0.085, 0.016, 0.092, 0.104, 0.068, -0.575, 0.066, 0.019, -0.181, 0.078, -0.167, -0.213, -0.176, -0.148, -0.153, -0.023, 0.077, 0.008, -0.123, 0.018, 0.077, 0.100, -0.125, 0.128, -0.166, 0.084, 0.059, -0.560, -0.140]}